1.
ORCA calculation (the ωB97M-V functional and the def2-TZVPD basis) on C57H46ClF2GeN2O5P3Pm as an isolated structure in a non-equilibrium geometry.

Atoms and positions in Å:
H1 0.9572 7.6830 -1.2077
H2 -2.8231 -3.4806 6.7842
C1 -2.4446 -1.0975 3.6687
C2 2.2368 -1.9504 0.2627
C3 -2.0414 -2.4349 3.6323
C4 -4.4861 1.0732 2.3205
C5 2.1792 -2.9930 -1.8206
C6 4.2640 2.6237 -4.7557
H3 -6.4630 1.9574 2.2780
O1 -0.6958 -0.8157 -5.1320
C7 4.5908 2.8736 -0.1618
C8 -2.3314 -3.3002 4.7117
P1 -0.2818 -3.2866 -0.5208
H4 4.1356 -2.0289 1.3290
H5 2.3410 2.6032 2.1723
H6 -2.1171 -5.4054 0.0360
H7 1.5940 -3.2112 -2.7044
C9 -0.0853 -5.5807 -2.1596
C10 1.2270 6.6145 -1.2586
C11 -2.8400 -2.8793 5.8905
C12 -0.4671 1.2921 4.4100
H8 -1.3537 1.0700 4.9955
O2 -4.8080 1.9500 -1.9300
Ge1 1.9259 -0.1725 1.3351
C13 -0.5168 -4.2350 -2.0647
C14 3.5735 -3.1814 -1.8340
O3 -0.0314 1.8217 -4.8351
C15 1.2224 4.4011 -2.2262
C16 1.4779 -2.6866 -0.6591
C17 3.6099 -2.2045 0.3430
H9 -7.6387 3.4074 -1.6385
H10 -2.6583 -6.5711 2.1238
Pm1 -3.0155 0.5642 -1.8370
H11 -3.1306 4.7220 1.9736
H12 1.3768 -5.9534 3.3728
C18 1.6052 2.1914 2.8372
H13 -1.3835 -3.8369 -5.2900
C19 0.5504 -5.8219 2.6834
H14 4.0888 -3.7535 -2.5928
N1 -5.7668 3.3152 -3.4893
C20 1.8497 6.0306 -0.1208
H15 -0.3593 -7.4291 -3.1453
H16 3.6628 3.9369 -3.2082
C21 -5.7239 2.7733 -2.2489
H17 5.4227 -2.8069 -0.7265
H18 -2.1213 -4.3620 4.5421
C22 -1.0876 -4.4237 -4.4244
C23 4.2978 -2.7982 -0.7295
C24 -3.3106 -1.5497 5.8843
P2 -1.7918 0.0566 2.3989
N2 -6.7070 3.0367 -1.3822
C25 -0.8293 -5.7941 -4.4531
F1 -1.4331 0.3159 -0.3433
H19 4.5735 3.6693 -0.8703
H20 -4.9308 3.3022 -4.0610
H21 1.8093 -4.3820 1.5918
C26 -2.6289 2.6430 2.1211
C27 -0.9895 1.3498 -4.2001
C28 -5.3724 2.1547 2.2681
C29 -1.4058 -5.4391 0.8650
C30 -0.3818 0.9073 3.0776
C31 3.1305 0.5420 -3.2829
H22 4.7673 3.4856 -5.2997
C32 0.9215 5.7430 -2.2864
H23 6.4215 3.5927 0.8359
C33 0.8102 1.1755 2.3159
H24 0.4257 6.1248 -3.1812
C34 3.7051 0.2944 -4.5129
C35 -3.5086 3.7172 2.0822
C36 -0.6443 -6.4315 2.8967
C37 2.9803 1.8892 -2.8248
C38 -3.1178 -0.6604 4.8442
H25 -3.8347 -1.0865 6.7434
P3 2.1139 2.0241 -1.1943
H26 0.9197 3.7746 -3.1067
C39 3.5780 1.9259 -0.0660
Cl1 -4.5795 -1.2431 -0.7548
H27 0.5252 -5.9911 -1.3676
C40 3.5588 0.9644 0.9568
C41 4.2840 1.3571 -5.3003
C42 2.2164 4.6933 -0.0568
H28 2.6401 4.3423 0.8983
C43 -0.9964 -3.6672 -3.2690
H29 -1.5776 2.8299 1.9739
H30 -6.4868 4.0012 -3.7829
C44 1.5133 2.6115 4.1807
H31 -0.9131 -6.3551 -5.3864
H32 -0.8482 -7.1613 3.7282
C45 0.8082 -4.9185 1.6218
H33 2.2521 3.2940 4.6477
H34 4.8116 0.0054 2.4602
C46 1.8467 3.8255 -1.1131
H35 -6.6913 2.4848 -0.5590
H36 4.7482 1.2143 -6.2531
H37 -4.8290 0.0576 2.5529
C47 5.7766 1.6793 1.5569
C48 4.7575 0.7527 1.6797
C49 3.6089 2.9008 -3.5381
C50 -1.6574 -6.1846 1.9902
H38 -1.2945 -2.5966 -3.2906
O4 -1.7743 2.0257 -3.4079
H39 -5.6279 4.3133 1.9960
C51 -0.4389 -6.3636 -3.2598
C52 -3.0752 1.3451 2.3417
H40 -3.4167 0.3632 5.0091
C53 0.5008 2.1159 4.9676
H41 2.1440 6.6949 0.7108
C54 -4.9182 3.4748 2.1712
C55 5.7163 2.7924 0.7554
H42 2.6631 -0.2793 -2.7350
C56 -0.2016 -4.6784 0.7084
C57 -1.2871 -0.1468 -4.2777
H43 0.3826 2.3460 6.0243
H44 -1.4661 -2.8087 2.7953
F2 2.4981 -0.9553 2.8535
O5 -2.1482 -0.6327 -3.4152
H45 3.6113 -0.7289 -4.9331
H46 6.5767 1.6409 2.2790

## Properties
* HOMO level (alpha / beta): -4.958 / -4.960 eV
* total charge: -1
* 2S+1: 5
* Kohn-Sham gap (alpha / beta): 6.540 / 6.541 eV
* relative energy (zero: lowest compared OMol25 entry of this formula, charge and spin): 0.0 kcal per mole
* molar mass: 1223.0 Da
* lowest unoccupied orbital energy (alpha / beta): 1.6 / 1.6 eV
* expectation value of S²: 6.00

***

2.
ORCA calculation (the ωB97M-V functional and the def2-TZVPD basis) on FH3P2S2 as an isolated structure in a non-equilibrium geometry.

Atoms and positions in Å:
H1 0.6874 1.7880 -0.4351
F1 -1.7225 -0.2102 -1.8743
P1 -0.7097 1.9177 -0.1071
P2 -1.3539 -0.1544 -0.2823
S1 0.4650 -2.0695 -0.0606
H2 -0.3377 1.8665 1.4145
S2 -2.9927 -0.5358 0.6738
H3 0.1134 -2.2312 1.1034

## Properties
* HOMO level: -9.355 eV
* total charge: 0
* Kohn-Sham gap: 7.561 eV
* relative energy (zero: lowest compared OMol25 entry of this formula, charge and spin): 36.0 kcal per mole
* molar mass: 148.1 Da
* lowest unoccupied orbital energy: -1.8 eV

***

3.
ORCA calculation (the ωB97M-V functional and the def2-TZVPD basis) on C8H12STeTl as an isolated structure.

Atoms and positions in Å:
H1 -1.1603 2.2395 2.2690
H2 1.8392 2.0684 1.1036
C1 0.3801 -3.5913 -0.2629
S1 -1.2890 -3.5238 -0.7156
H3 2.1221 -4.5627 -1.0391
C2 -1.0326 -4.5600 -2.0717
C3 -0.9264 3.8937 0.1718
C4 1.0641 -4.3835 -1.1365
H4 -1.8628 -4.8038 -2.7051
Te1 1.1348 -2.6579 1.4550
H5 -0.0568 2.0666 -0.5499
H6 -1.7757 1.3081 0.9383
H7 1.1786 3.5576 1.8088
C5 1.2483 2.9684 0.8958
C6 -0.8324 1.6234 1.4055
H8 -1.9321 3.7002 -0.1985
H9 -1.0088 4.4421 1.1097
C7 0.2685 -4.9328 -2.1651
C8 -0.1533 2.5855 0.4150
H10 -0.4045 4.5212 -0.5570
H11 1.7815 3.5540 0.1443
H12 0.6565 -5.5778 -2.9403
Tl1 0.7610 0.0650 2.6248

## Properties
* HOMO level: -3.271 eV
* total charge: -1
* Kohn-Sham gap: 6.123 eV
* relative energy (zero: lowest compared OMol25 entry of this formula, charge and spin): 7.0 kcal per mole
* molar mass: 472.2 Da
* lowest unoccupied orbital energy: 2.9 eV

***

4.
ORCA calculation (the ωB97M-V functional and the def2-TZVPD basis) on a single C3H4FNS molecule in a non-equilibrium geometry.

Atoms and positions in Å:
N1 0.3150 -0.7629 -0.7878
F1 0.7181 -0.2711 -2.0818
H1 2.2211 -0.4403 0.0364
H2 -2.1134 0.2704 -1.1421
C1 1.1208 -0.3377 0.2409
H3 -1.6801 -0.9130 0.1567
H4 1.2428 0.8424 1.9306
S1 -0.9533 1.1511 0.8110
C2 -1.4787 -0.0423 -0.3163
C3 0.6078 0.5033 1.1524

## Properties
* HOMO level: -8.616 eV
* total charge: 0
* Kohn-Sham gap: 9.058 eV
* relative energy (zero: lowest compared OMol25 entry of this formula, charge and spin): 93.6 kcal per mole
* molar mass: 105.1 Da
* lowest unoccupied orbital energy: 0.4 eV